--- one ---
Density functional theory data (wB97M-V/def2-TZVPD) for a cluster of 2 separate species, C4H15N2O in total.

```
22
Properties=species:S:1:pos:R:3:lowdin_charge:R:1
N -1.126 -0.179 -0.792 0.258
C 0.224 -0.588 -0.260 -0.305
C 0.879 -1.684 -1.070 -0.001
C 1.124 0.676 -0.073 -0.079
N 2.195 0.439 0.872 0.140
C 1.972 0.297 2.270 0.016
H -1.222 -0.337 -1.803 0.194
H -1.319 0.814 -0.609 0.178
H -1.866 -0.712 -0.327 0.191
H -0.023 -0.909 0.754 0.150
H 1.744 -2.051 -0.516 0.103
H 0.247 -2.564 -1.154 0.112
H 1.208 -1.291 -2.022 0.108
H 0.548 1.479 0.411 0.153
H 1.480 1.027 -1.036 0.157
H 3.031 -0.064 0.560 0.194
H 2.912 0.481 2.798 0.140
H 1.604 -0.697 2.558 0.148
H 1.202 0.979 2.639 0.129
H -5.071 2.195 -1.611 0.048
H -5.182 1.099 -0.525 0.037
O -4.559 1.591 -1.065 -0.074
```

Computed properties:
HOMO (spin up / spin down) ... -17.1 / -17.1 eV
Kohn-Sham gap (spin up / spin down) ... 10.097 / 5.203 eV
Net charge ... +2
2S+1 ... 2

--- two ---
Density functional theory data (wB97M-V/def2-TZVPD) for a cluster of 2 separate species, C4H15N2O in total.

```
22
Properties=species:S:1:pos:R:3:lowdin_charge:R:1
C 1.640 0.230 1.693 -0.128
C 0.999 1.237 0.732 -0.111
C 0.431 0.731 -0.622 -0.091
C -0.241 -1.556 -1.402 0.017
N -0.585 -0.386 -0.557 0.018
N 0.704 -0.570 2.465 0.317
H 2.315 -0.460 1.216 0.142
H 2.192 0.739 2.512 0.197
H 1.707 2.045 0.548 0.146
H 0.173 1.731 1.248 0.132
H -0.028 1.592 -1.107 0.147
H 1.271 0.453 -1.236 0.133
H -0.094 -1.245 -2.437 0.119
H 0.732 -1.958 -1.130 0.109
H -1.046 -2.287 -1.410 0.120
H -1.510 0.009 -0.814 0.115
H -0.552 -0.688 0.386 0.125
H 0.227 -0.141 3.262 0.176
H 1.093 -1.472 2.747 0.171
H -2.601 0.937 -2.529 0.077
H -3.891 0.641 -1.779 0.102
O -2.939 0.418 -1.786 -0.035
```

Computed properties:
HOMO (spin up / spin down) ... -19.1 / -19.1 eV
Kohn-Sham gap (spin up / spin down) ... 12.084 / 6.333 eV
Net charge ... +2
2S+1 ... 2

Quick one: least stable of them? two

--- one ---
Density functional theory data (wB97M-V/def2-TZVPD) for an isolated molecule of C5H8ClNO.

```
16
Properties=species:S:1:pos:R:3:lowdin_charge:R:1
O 0.279 -1.055 -1.983 0.045
C 0.262 -0.364 -0.868 -0.523
C -0.433 0.888 -0.887 -0.215
N -0.732 1.399 0.423 -0.009
C -0.711 0.221 1.382 -0.247
C 0.038 -0.695 0.732 -0.732
Cl -0.450 -2.402 0.938 0.660
C 1.382 -0.595 0.148 -0.050
H -0.739 -1.061 -2.345 0.207
H 0.202 1.818 -1.131 0.157
H -1.243 0.880 -1.519 0.097
H 0.277 1.781 0.670 0.140
H -0.407 0.597 2.310 0.116
H -1.686 -0.100 1.534 0.095
H 1.918 -1.574 0.083 0.123
H 2.045 0.261 0.512 0.137
```

Computed properties:
HOMO ... -8.6 eV
Structure (SMILES) ... O[C@@]12CNC[C@]1(Cl)C2
Kohn-Sham gap ... 9.202 eV
Net charge ... 0
2S+1 ... 1

--- two ---
Density functional theory data (wB97M-V/def2-TZVPD) for a cluster of 2 separate species, C5H8ClNO in total.

```
16
Properties=species:S:1:pos:R:3:lowdin_charge:R:1
C -1.894 -0.588 -0.853 -0.037
C -1.478 0.057 0.252 -0.805
C -1.786 1.415 0.727 -0.122
Cl -0.585 -0.891 1.378 0.686
H -1.879 -1.671 -0.947 0.052
H -2.292 -0.003 -1.712 0.075
H -0.870 1.922 0.947 0.064
H -2.342 1.388 1.662 0.084
H -2.460 1.862 0.029 0.077
C 2.782 -0.926 0.422 -0.104
N 2.222 0.338 0.159 0.058
C 2.236 1.523 0.074 -0.350
O 2.031 2.652 -0.116 0.128
H 1.966 -1.480 0.925 0.036
H 2.727 -1.404 -0.508 0.070
H 3.623 -0.961 1.085 0.086
```

Computed properties:
HOMO ... -9.3 eV
Structure (SMILES) ... C=C(C)Cl.CN=C=O
Kohn-Sham gap ... 10.009 eV
Net charge ... 0
2S+1 ... 1

Quick one: least stable of them? one

--- one ---
Density functional theory data (wB97M-V/def2-TZVPD) for an isolated molecule of C4H10N4O.

```
19
Properties=species:S:1:pos:R:3:lowdin_charge:R:1
H -3.747 -0.529 0.593 0.026
N -3.158 -1.201 0.102 0.060
C -2.246 -0.428 -0.404 -0.415
N -2.112 0.907 -0.294 0.062
C -0.945 1.428 -0.345 -0.205
N 0.255 1.011 0.071 -0.153
N 1.316 1.918 -0.053 0.057
C 0.492 -0.320 0.749 -0.091
C 1.097 -1.341 -0.206 -0.277
O 2.443 -1.213 -0.549 -0.071
H -1.481 -0.923 -1.057 0.108
H -0.812 2.444 -0.813 0.142
H 2.015 1.633 -0.699 0.074
H 1.779 2.278 0.801 0.110
H 1.093 -0.119 1.608 0.114
H -0.516 -0.688 0.983 0.107
H 0.542 -1.437 -1.125 0.111
H 0.974 -2.250 0.358 0.115
H 3.010 -1.169 0.280 0.126
```

Computed properties:
HOMO ... -8.7 eV
Structure (SMILES) ... [H]/N=C\N=C/N(N)CCO
Kohn-Sham gap ... 9.035 eV
Net charge ... 0
2S+1 ... 1

--- two ---
Density functional theory data (wB97M-V/def2-TZVPD) for an isolated molecule of C4H10N4O.

```
19
Properties=species:S:1:pos:R:3:lowdin_charge:R:1
C -2.672 -0.169 1.203 -0.067
N -2.001 -1.085 0.396 -0.060
N -1.544 -0.659 -0.884 -0.124
C -0.201 -0.952 -1.330 -0.174
C 0.733 -0.289 -0.471 -0.310
N 0.614 0.940 0.142 -0.076
N -0.221 1.728 -0.527 -0.058
O 1.784 -1.103 -0.007 -0.159
C 2.745 -0.419 0.922 -0.076
H -2.838 0.970 1.348 0.072
H -3.086 -0.700 2.169 0.066
H -1.492 0.428 -0.597 0.096
H -0.093 -2.083 -1.727 0.188
H -0.322 -0.445 -2.237 0.090
H -0.136 2.629 -0.078 0.096
H 0.208 1.717 -1.543 0.162
H 3.517 0.057 0.126 0.115
H 1.893 0.519 1.309 0.136
H 3.111 -1.084 1.788 0.086
```

Computed properties:
HOMO ... -8.3 eV
Structure (SMILES) ... C=NNC/C(=N\N)OC
Kohn-Sham gap ... 8.888 eV
Net charge ... 0
2S+1 ... 1

--- three ---
Density functional theory data (wB97M-V/def2-TZVPD) for an isolated molecule of C4H10N4O.

```
19
Properties=species:S:1:pos:R:3:lowdin_charge:R:1
C 3.444 0.026 -0.345 -0.158
N 2.092 -0.504 -0.194 -0.094
N 1.271 0.475 -0.201 0.071
N 0.087 -0.017 0.273 -0.140
C -0.020 -1.308 0.904 -0.095
C -1.022 0.809 0.092 -0.475
O -0.951 2.053 0.224 0.027
N -2.271 0.134 0.052 -0.022
C -2.610 -1.068 -0.768 -0.067
H 3.507 1.239 -0.393 0.112
H 3.916 -0.428 -1.305 0.079
H 3.940 -0.430 0.631 0.098
H 0.441 -2.113 0.221 0.096
H -1.074 -1.571 1.146 0.080
H 0.609 -1.397 1.865 0.112
H -2.999 0.886 0.105 0.146
H -3.565 -1.532 -0.485 0.093
H -2.417 -0.716 -1.784 0.085
H -1.743 -1.731 -0.592 0.051
```

Computed properties:
HOMO ... -9.1 eV
Structure (SMILES) ... C/N=N/N(C)C(=O)NC
Kohn-Sham gap ... 9.861 eV
Net charge ... 0
2S+1 ... 1

Quick one: least stable of them? two

--- one ---
Density functional theory data (wB97M-V/def2-TZVPD) for a cluster of 2 separate species, C3H10OS2 in total.

```
16
Properties=species:S:1:pos:R:3:lowdin_charge:R:1
C 0.698 -0.988 0.029 -0.132
C -0.608 -0.308 -0.341 -0.343
C -1.847 -1.038 0.255 -0.635
S -2.056 -0.699 1.948 0.440
S -2.682 1.317 1.966 0.340
H 0.661 -2.034 -0.321 0.078
H 0.844 -0.989 1.122 0.067
H 1.562 -0.490 -0.442 0.067
H -0.524 0.757 -0.049 0.074
H -0.696 -0.349 -1.443 0.110
H -2.803 -0.715 -0.200 0.065
H -1.763 -2.134 0.119 0.085
H -1.451 1.664 1.537 -0.214
O 3.503 1.659 -1.596 -0.093
H 3.053 1.944 -0.768 0.042
H 4.110 2.401 -1.816 0.048
```

Computed properties:
HOMO ... -8.8 eV
Structure (SMILES) ... CCCSS.O
Kohn-Sham gap ... 9.202 eV
Net charge ... 0
2S+1 ... 1

--- two ---
Density functional theory data (wB97M-V/def2-TZVPD) for a cluster of 2 separate species, C3H10OS2 in total.

```
16
Properties=species:S:1:pos:R:3:lowdin_charge:R:1
C 1.724 -2.085 -2.337 -0.102
C 1.656 -0.784 -3.077 -0.295
O 1.710 -0.998 -4.515 -0.101
H 2.616 -2.664 -2.559 0.075
H 0.867 -2.726 -2.514 0.078
H 1.855 -1.929 -1.273 0.073
H 0.735 -0.233 -2.880 0.107
H 2.490 -0.122 -2.911 0.102
H 1.768 -1.946 -4.668 0.063
C -1.903 2.740 3.278 -0.482
S -1.314 1.139 3.910 0.347
S -2.669 0.772 5.433 0.295
H -2.796 2.990 3.839 0.007
H -1.090 3.449 3.206 0.025
H -2.301 2.579 2.286 0.015
H -3.349 -0.181 4.781 -0.206
```

Computed properties:
HOMO ... -9.0 eV
Structure (SMILES) ... CCO.CSS
Kohn-Sham gap ... 9.418 eV
Net charge ... 0
2S+1 ... 1

Quick one: least stable of them? two

--- one ---
Density functional theory data (wB97M-V/def2-TZVPD) for an isolated molecule of CH3N5O2.

```
11
Properties=species:S:1:pos:R:3:lowdin_charge:R:1
N -0.161 2.450 -0.620 -0.024
N -0.490 1.183 -1.022 0.045
C 0.254 0.160 -0.519 -0.461
N 1.160 0.388 0.455 0.100
N 1.330 -0.763 1.121 0.110
O 0.320 -1.717 0.749 -0.068
N -0.230 -1.099 -0.419 -0.077
O -1.551 -0.919 0.267 -0.111
H -0.858 3.139 -1.171 0.153
H 0.231 2.931 0.187 0.094
H -2.320 -1.041 -0.635 0.239
```

Computed properties:
HOMO ... -8.5 eV
Structure (SMILES) ... N/N=c1\nnon1O
Kohn-Sham gap ... 7.496 eV
Net charge ... 0
2S+1 ... 1

--- two ---
Density functional theory data (wB97M-V/def2-TZVPD) for a cluster of 2 separate species, CH3N5O2 in total.

```
11
Properties=species:S:1:pos:R:3:lowdin_charge:R:1
H -1.625 -2.122 -0.471 0.013
N -0.671 -2.041 -0.409 0.093
N -0.142 -0.976 -0.105 -0.080
N -0.779 0.208 -0.049 0.000
C 0.023 1.173 0.300 -0.349
N 0.549 2.155 0.469 0.165
H -1.766 0.428 0.016 0.162
O 3.878 -1.082 0.691 0.020
N 3.411 -0.143 0.110 -0.106
O 4.114 0.184 -1.000 0.039
H 3.878 1.031 -1.208 0.043
```

Computed properties:
HOMO ... -10.3 eV
Structure (SMILES) ... [H]/N=N\NC#N.O=NO
Kohn-Sham gap ... 10.682 eV
Net charge ... 0
2S+1 ... 1

Quick one: least stable of them? one

--- one ---
Density functional theory data (wB97M-V/def2-TZVPD) for a cluster of 2 separate species, C5H11BrO2 in total.

```
19
Properties=species:S:1:pos:R:3:lowdin_charge:R:1
C -0.802 1.052 -1.359 -0.012
C -1.553 0.872 1.080 -0.031
C 1.191 -1.954 -0.372 -0.321
C 1.338 -0.649 0.487 -0.607
C -0.411 1.163 0.139 -0.347
O -0.107 -2.636 -0.168 -0.075
O 0.356 2.208 0.536 -0.017
Br 2.893 0.404 0.204 0.666
H -1.417 1.810 -1.519 0.026
H 0.094 1.162 -2.012 0.104
H -1.438 0.183 -1.406 0.088
H -1.323 1.022 2.052 0.049
H -2.358 1.582 1.091 0.094
H -2.041 -0.007 1.121 0.052
H 2.040 -2.572 -0.389 0.073
H 1.116 -1.660 -1.490 0.123
H 1.211 -0.858 1.631 0.070
H 0.056 -3.351 0.386 0.031
H 1.155 2.231 -0.013 0.033
```

Computed properties:
HOMO (spin up / spin down) ... -7.5 / -7.5 eV
Kohn-Sham gap (spin up / spin down) ... 8.149 / 8.150 eV
Net charge ... 0
2S+1 ... 1

--- two ---
Density functional theory data (wB97M-V/def2-TZVPD) for a cluster of 2 separate species, C5H11BrO2 in total.

```
19
Properties=species:S:1:pos:R:3:lowdin_charge:R:1
C 1.558 -0.369 -0.905 -0.002
C -0.056 -1.608 0.991 -0.038
C -0.424 1.957 0.443 -0.426
C -1.069 0.806 -0.218 -0.585
C 0.229 -1.123 -0.433 -0.389
O 0.050 1.725 1.772 -0.095
O -0.407 -1.887 -1.317 0.047
Br -1.425 1.243 -2.111 0.613
H 2.375 -0.735 -0.321 0.062
H 1.723 -0.553 -1.961 0.079
H 1.438 0.631 -0.403 0.076
H -1.140 -1.402 1.118 0.084
H 0.183 -2.702 0.903 0.103
H 0.468 -1.042 1.760 0.075
H -1.174 2.753 0.611 0.110
H 0.379 2.478 -0.150 0.113
H -1.961 0.539 0.280 0.035
H -0.356 0.884 2.123 0.089
H -0.393 -1.595 -2.180 0.049
```

Computed properties:
HOMO ... -7.8 eV
Kohn-Sham gap ... 8.495 eV
Net charge ... 0
2S+1 ... 1

Quick one: least stable of them? one

--- one ---
Density functional theory data (wB97M-V/def2-TZVPD) for an isolated molecule of C5H10.

```
15
Properties=species:S:1:pos:R:3:lowdin_charge:R:1
C -1.267 0.548 -0.007 -0.128
C 0.309 1.293 -0.404 -0.127
C 1.369 0.206 -0.075 -0.192
C 0.468 -1.132 -0.002 -0.231
C -0.841 -0.761 0.645 -0.280
H -1.707 0.400 -0.998 0.078
H -2.037 1.084 0.611 0.095
H 0.317 1.531 -1.484 0.085
H 0.380 2.228 0.168 0.077
H 1.887 0.418 0.879 0.097
H 2.131 0.001 -0.847 0.093
H 0.841 -2.052 0.491 0.108
H 0.210 -1.412 -1.047 0.111
H -0.788 -0.677 1.744 0.112
H -1.300 -1.716 0.360 0.103
```

Computed properties:
HOMO ... -10.5 eV
Structure (SMILES) ... C1CCCC1
Kohn-Sham gap ... 11.755 eV
Net charge ... 0
2S+1 ... 1

--- two ---
Density functional theory data (wB97M-V/def2-TZVPD) for a cluster of 2 separate species, C5H10 in total.

```
15
Properties=species:S:1:pos:R:3:lowdin_charge:R:1
C -1.567 0.560 -1.381 -0.034
C -1.079 0.988 -0.146 -0.225
C -1.500 0.250 1.117 -0.122
H -1.273 1.207 -2.216 0.042
H -2.147 -0.380 -1.397 0.057
H -0.576 2.047 -0.139 0.123
H -2.038 -0.650 1.008 0.054
H -0.656 0.025 1.640 0.014
H -2.251 0.874 1.625 0.083
C 2.094 -1.079 0.647 -0.053
C 2.190 -0.497 -0.624 -0.057
H 1.244 -1.600 1.029 0.025
H 3.023 -0.973 1.206 0.035
H 1.444 -0.723 -1.401 0.038
H 3.091 -0.049 -0.965 0.020
```

Computed properties:
HOMO ... -9.3 eV
Structure (SMILES) ... C=CC.C=C
Kohn-Sham gap ... 10.550 eV
Net charge ... 0
2S+1 ... 1

Quick one: least stable of them? two

--- one ---
Density functional theory data (wB97M-V/def2-TZVPD) for a cluster of 4 separate species, C5H10 in total.

```
15
Properties=species:S:1:pos:R:3:lowdin_charge:R:1
C 0.222 1.968 1.398 -0.210
C 0.088 1.404 0.017 -0.473
C 0.161 -0.099 0.097 -0.231
C -0.477 -0.995 -0.603 -0.125
C -0.059 -2.465 -0.984 -0.064
H 1.388 3.286 1.207 0.166
H -1.278 2.705 1.911 0.164
H 0.525 0.842 2.420 0.177
H -0.848 1.854 -0.642 0.155
H 0.886 1.715 -0.655 0.082
H 1.178 -0.156 0.664 0.117
H -1.348 -0.505 -0.867 0.072
H -0.869 -3.036 -0.766 0.014
H -0.204 -2.706 -2.042 0.065
H 0.958 -2.873 -0.779 0.090
```

Computed properties:
HOMO ... -9.3 eV
Kohn-Sham gap ... 9.254 eV
Net charge ... 0
2S+1 ... 1

--- two ---
Density functional theory data (wB97M-V/def2-TZVPD) for an isolated molecule of C5H10.

```
15
Properties=species:S:1:pos:R:3:lowdin_charge:R:1
C -0.275 -0.965 1.753 -0.109
C -0.703 -0.640 0.317 -0.274
C -0.211 0.664 -0.223 -0.332
C 1.240 0.786 -0.647 -0.106
C 0.151 0.593 -1.694 -0.142
H -0.717 -1.899 2.036 0.054
H -0.689 -0.167 2.460 0.097
H 0.788 -0.913 1.806 0.054
H -0.407 -1.515 -0.393 0.137
H -1.826 -0.474 0.220 0.125
H -0.760 1.563 0.135 0.148
H 2.053 0.120 -0.533 0.087
H 1.604 1.796 -0.695 0.085
H -0.310 1.374 -2.270 0.084
H 0.060 -0.323 -2.273 0.093
```

Computed properties:
HOMO ... -9.9 eV
Structure (SMILES) ... CCC1CC1
Kohn-Sham gap ... 11.193 eV
Net charge ... 0
2S+1 ... 1

--- three ---
Density functional theory data (wB97M-V/def2-TZVPD) for a cluster of 2 separate species, C5H10 in total.

```
15
Properties=species:S:1:pos:R:3:lowdin_charge:R:1
C -1.890 -0.715 -0.372 0.041
C -1.179 0.301 0.081 -0.350
C -0.512 0.953 1.212 -0.107
C -0.455 1.546 -0.197 -0.107
H -2.223 -1.511 0.290 0.060
H -2.156 -0.794 -1.423 0.060
H -1.121 1.460 1.958 0.100
H 0.400 0.505 1.605 0.092
H -1.028 2.449 -0.397 0.100
H 0.493 1.488 -0.729 0.092
C 1.934 -1.137 -0.406 -0.042
H 2.277 -0.190 0.021 0.018
H 2.269 -1.963 0.226 0.023
H 2.347 -1.253 -1.411 0.023
H 0.843 -1.140 -0.458 -0.004
```

Computed properties:
HOMO ... -9.7 eV
Structure (SMILES) ... C=C1CC1.C
Kohn-Sham gap ... 10.819 eV
Net charge ... 0
2S+1 ... 1

--- four ---
Density functional theory data (wB97M-V/def2-TZVPD) for an isolated molecule of C5H10.

```
15
Properties=species:S:1:pos:R:3:lowdin_charge:R:1
C -0.846 1.400 -0.988 -0.070
C -0.501 0.097 -0.309 -0.559
C -0.779 0.009 1.073 -0.052
C 0.700 -0.040 0.382 -0.305
C 1.383 -1.438 0.052 -0.073
H -0.135 2.013 -0.474 0.049
H -1.849 1.535 -0.638 0.062
H -0.709 1.596 -2.183 0.136
H -0.981 -0.849 -0.991 0.189
H -1.219 0.750 1.585 0.050
H -0.615 -1.081 1.592 0.158
H 1.378 0.936 0.376 0.166
H 1.743 -1.176 -0.996 0.087
H 0.545 -2.196 -0.351 0.112
H 2.097 -1.697 0.814 0.049
```

Computed properties:
HOMO ... -9.1 eV
Structure (SMILES) ... C[C@@H]1C[C@H]1C
Kohn-Sham gap ... 10.324 eV
Net charge ... 0
2S+1 ... 1

Quick one: least stable of them? one